(P)
{
  "formula": "C4H14N3O",
  "method": "ωB97M-V/def2-TZVPD",
  "species": ["C", "C", "C", "N", "C", "N", "N", "H", "H", "H", "H", "H", "H", "H", "H", "H", "H", "H", "H", "H", "H", "O"],
  "xyz": [[0.474, 0.090, 2.528], [1.386, -0.619, 1.606], [1.421, -0.132, 0.076], [0.057, -0.157, -0.621], [-0.168, 0.423, -1.777], [0.857, 1.019, -2.583], [-1.479, 0.566, -2.119], [0.502, 1.071, 2.294], [0.610, -0.106, 3.503], [-0.538, -0.333, 2.400], [2.451, -0.619, 1.949], [1.231, -1.769, 1.496], [1.695, 0.852, 0.104], [2.159, -0.768, -0.495], [-0.503, -0.959, -0.309], [1.884, 0.589, -2.481], [0.843, 2.043, -2.979], [-1.715, 0.736, -3.009], [-2.220, 0.228, -1.382], [-3.577, -0.113, 0.670], [-2.621, -1.453, 0.706], [-2.748, -0.589, 0.421]],
  "nbo_charge": [-0.613, -0.392, -0.214, -0.553, 0.685, -0.857, -0.759, 0.209, 0.234, 0.203, 0.236, 0.200, 0.203, 0.208, 0.430, 0.437, 0.459, 0.407, 0.458, 0.519, 0.495, -0.993],
  "charge": 1,
  "e_homo_ev": -14.50,
  "orbital_gap_ha": 0.42759
}

(Q)
{
  "formula": "C4H14N3O",
  "method": "ωB97M-V/def2-TZVPD",
  "species": ["C", "O", "C", "N", "H", "H", "H", "H", "H", "H", "H", "C", "N", "C", "N", "H", "H", "H", "H", "H", "H", "H"],
  "xyz": [[2.342, 0.473, -0.250], [1.956, -0.909, -0.160], [1.233, 1.256, -0.931], [1.608, 2.663, -0.985], [2.525, 0.887, 0.743], [3.253, 0.566, -0.837], [2.694, -1.383, 0.238], [1.066, 0.836, -1.924], [0.304, 1.122, -0.367], [0.875, 3.268, -0.643], [1.830, 2.955, -1.925], [-2.824, -0.381, 1.779], [-2.282, -0.919, 0.526], [-1.095, -1.443, 0.412], [-0.606, -1.979, -0.683], [-3.808, -0.808, 1.954], [-2.899, 0.697, 1.719], [-2.165, -0.655, 2.592], [-2.861, -0.845, -0.299], [-0.473, -1.482, 1.300], [-1.078, -1.822, -1.561], [0.404, -2.096, -0.698]],
  "nbo_charge": [-0.067, -0.783, -0.233, -0.837, 0.178, 0.182, 0.491, 0.181, 0.162, 0.370, 0.373, -0.411, -0.503, 0.402, -0.714, 0.235, 0.228, 0.225, 0.417, 0.229, 0.412, 0.463],
  "charge": 1,
  "e_homo_ev": -12.44,
  "orbital_gap_ha": 0.34110
}

The structure with the least stability is (P).

(P)
{
  "formula": "C4H5NO3",
  "method": "ωB97M-V/def2-TZVPD",
  "species": ["C", "C", "C", "C", "H", "H", "H", "H", "H", "N", "O", "O", "O"],
  "xyz": [[-1.087, 0.292, 1.884], [-0.296, -0.112, 0.742], [1.557, -1.122, -0.315], [-0.814, 1.136, -1.463], [-1.258, -0.502, 2.651], [-1.600, 1.354, 1.434], [2.677, -0.842, -0.031], [1.503, -2.348, -0.757], [-0.502, 1.141, -2.501], [-0.153, 0.252, -0.620], [0.478, -1.223, 0.875], [1.203, 0.022, -0.919], [-1.708, 1.952, -0.982]],
  "nbo_charge": [-0.555, 0.421, 0.202, 0.499, 0.256, 0.270, 0.198, 0.183, 0.168, -0.198, -0.525, -0.353, -0.566],
  "charge": 0,
  "e_homo_ev": -8.68,
  "orbital_gap_ha": 0.33658
}

(Q)
{
  "formula": "C4H5NO3",
  "method": "ωB97M-V/def2-TZVPD",
  "species": ["C", "C", "C", "C", "N", "O", "O", "O", "H", "H", "H", "H", "H"],
  "xyz": [[0.613, 0.077, -1.418], [1.031, -0.251, -0.133], [-0.972, -0.078, -0.920], [-0.392, -0.557, 0.395], [-0.714, 0.340, 1.626], [2.066, -0.219, 0.543], [-2.076, 0.269, -1.263], [1.190, 0.292, -2.621], [-0.608, -1.582, 0.704], [0.041, 0.183, 2.303], [-1.633, 0.147, 2.034], [-0.671, 1.312, 1.301], [2.126, 0.066, -2.552]],
  "nbo_charge": [0.069, 0.337, 0.488, -0.230, -0.703, -0.710, -0.590, -0.667, 0.204, 0.444, 0.429, 0.439, 0.490],
  "charge": 0,
  "e_homo_ev": -7.30,
  "orbital_gap_ha": 0.26194
}

(R)
{
  "formula": "C4H5NO3",
  "method": "ωB97M-V/def2-TZVPD",
  "species": ["C", "C", "C", "C", "N", "O", "O", "O", "H", "H", "H", "H", "H"],
  "xyz": [[-1.632, -0.959, 1.017], [-0.266, -0.324, 0.617], [1.368, -0.746, 0.464], [0.502, -0.730, -0.708], [0.666, 0.490, -1.412], [-0.148, 1.088, 1.025], [2.370, -0.622, 1.058], [-2.420, -0.062, 1.498], [0.295, -1.638, -1.189], [-0.236, 1.388, 0.171], [1.635, 0.653, -1.793], [0.007, 0.617, -2.251], [-2.140, 0.846, 1.504]],
  "nbo_charge": [0.238, -0.086, 0.673, -0.175, -0.864, -0.705, -0.425, -0.637, 0.248, 0.476, 0.389, 0.386, 0.484],
  "charge": 0,
  "e_homo_ev": -8.51,
  "orbital_gap_ha": 0.31885
}

(S)
{
  "formula": "C4H5NO3",
  "method": "ωB97M-V/def2-TZVPD",
  "species": ["C", "C", "C", "C", "H", "H", "H", "H", "H", "N", "O", "O", "O"],
  "xyz": [[0.033, -2.430, 0.071], [1.024, 0.714, -0.195], [-0.142, 1.733, 0.047], [-1.180, 0.579, -0.040], [-0.218, -3.401, -0.480], [1.518, 0.947, -1.069], [1.696, 0.575, 0.799], [-0.283, 2.748, -0.274], [-0.184, 1.829, 1.146], [-0.077, -0.206, -0.581], [0.289, -2.180, 1.254], [-0.098, -1.548, -0.897], [-2.377, 0.640, 0.219]],
  "nbo_charge": [0.639, -0.210, -0.525, 0.698, 0.142, 0.200, 0.221, 0.252, 0.226, -0.190, -0.571, -0.337, -0.545],
  "charge": 0,
  "e_homo_ev": -10.18,
  "orbital_gap_ha": 0.40443
}

The structure with the least stability is (P).

(P)
{
  "formula": "C12H46N6O11",
  "method": "ωB97M-V/def2-TZVPD",
  "species": ["C", "O", "H", "H", "H", "H", "C", "O", "H", "H", "H", "H", "C", "O", "H", "H", "H", "H", "C", "O", "H", "H", "H", "H", "C", "O", "H", "H", "H", "H", "C", "O", "H", "H", "H", "H", "C", "O", "H", "H", "H", "H", "C", "O", "N", "N", "H", "H", "H", "H", "C", "O", "N", "N", "H", "H", "H", "H", "C", "O", "N", "N", "H", "H", "H", "H", "C", "C", "O", "H", "H", "H", "H", "H", "H"],
  "xyz": [[-16.008, 0.249, -7.785], [-15.011, 1.020, -8.454], [-16.754, -0.119, -8.485], [-15.580, -0.487, -7.110], [-16.546, 0.869, -7.051], [-15.497, 1.746, -8.860], [-7.948, 0.276, -12.529], [-9.187, 0.770, -12.008], [-7.612, 0.965, -13.303], [-7.198, 0.311, -11.736], [-8.083, -0.731, -12.914], [-9.725, 0.030, -11.709], [-10.411, 2.772, -14.457], [-10.382, 3.112, -13.087], [-11.150, 3.391, -14.965], [-9.450, 3.003, -14.942], [-10.587, 1.713, -14.660], [-10.041, 2.329, -12.631], [-9.555, -2.661, -9.448], [-9.745, -2.312, -10.809], [-9.013, -3.599, -9.366], [-8.950, -1.918, -8.909], [-10.526, -2.674, -8.946], [-10.491, -1.697, -10.848], [-12.822, -0.299, -14.445], [-13.725, -0.388, -13.354], [-11.889, -0.798, -14.179], [-13.184, -0.924, -15.272], [-12.682, 0.703, -14.843], [-14.306, 0.377, -13.355], [-12.157, 0.832, -10.728], [-11.880, -0.536, -10.918], [-11.407, 1.254, -10.057], [-12.172, 1.434, -11.641], [-13.105, 1.045, -10.219], [-12.439, -0.822, -11.656], [-12.054, 1.772, -6.973], [-12.664, 2.670, -7.925], [-11.852, 0.798, -7.420], [-11.095, 2.216, -6.728], [-12.714, 1.652, -6.115], [-13.548, 2.303, -8.060], [-14.947, -2.840, -9.625], [-15.843, -3.149, -8.857], [-14.108, -3.730, -10.234], [-14.714, -1.563, -10.071], [-14.351, -4.694, -10.096], [-13.453, -3.408, -10.936], [-15.166, -0.776, -9.650], [-13.881, -1.467, -10.620], [-11.321, 5.397, -9.591], [-10.906, 6.378, -10.183], [-11.547, 5.350, -8.238], [-11.699, 4.242, -10.210], [-11.266, 6.099, -7.636], [-11.856, 4.467, -7.856], [-11.594, 4.166, -11.206], [-11.974, 3.482, -9.601], [-12.698, -3.735, -13.729], [-12.686, -3.135, -12.667], [-11.705, -4.611, -14.036], [-13.661, -3.640, -14.690], [-11.627, -5.048, -14.934], [-11.120, -4.869, -13.264], [-13.472, -4.109, -15.555], [-14.472, -3.076, -14.516], [-9.142, 1.038, -8.752], [-8.414, 0.349, -7.632], [-9.370, -0.033, -6.622], [-9.990, 0.461, -9.127], [-8.526, 1.226, -9.629], [-9.535, 1.971, -8.346], [-7.688, 0.992, -7.136], [-7.976, -0.585, -8.001], [-8.897, -0.299, -5.830]],
  "mulliken_charge": [-0.879, -0.521, 0.379, 0.299, 0.305, 0.238, -0.799, -0.291, 0.300, 0.246, 0.293, 0.192, -0.576, -0.432, 0.309, 0.276, 0.108, 0.358, -0.220, -0.539, 0.385, -0.193, 0.259, 0.336, -0.686, -0.400, 0.165, 0.347, 0.329, 0.255, 0.235, 0.036, -0.350, 0.359, 0.045, -0.244, -0.671, -0.422, 0.161, 0.255, 0.393, 0.222, 0.408, -0.700, -0.285, -0.164, 0.228, 0.321, 0.243, 0.186, 0.441, -0.692, -0.307, -0.162, 0.173, 0.264, 0.103, 0.299, 0.570, -0.626, -0.442, -0.393, 0.139, 0.250, 0.144, 0.247, -0.189, -0.621, -0.463, -0.278, 0.317, 0.221, 0.391, 0.254, 0.260],
  "charge": 0,
  "e_homo_ev": -8.97,
  "orbital_gap_ha": 0.33674
}

(Q)
{
  "formula": "C12H46N6O11",
  "method": "ωB97M-V/def2-TZVPD",
  "species": ["O", "H", "H", "O", "H", "H", "O", "H", "H", "O", "H", "H", "O", "H", "H", "C", "C", "C", "O", "H", "H", "H", "H", "H", "H", "H", "H", "C", "C", "C", "O", "H", "H", "H", "H", "H", "H", "H", "H", "C", "C", "C", "O", "H", "H", "H", "H", "H", "H", "H", "H", "C", "O", "N", "N", "H", "H", "H", "H", "C", "O", "N", "N", "H", "H", "H", "H", "C", "O", "N", "N", "H", "H", "H", "H"],
  "xyz": [[-1.600, 3.803, -0.278], [-0.656, 3.897, -0.496], [-2.133, 3.670, -1.077], [-3.837, 0.466, 1.201], [-4.523, 0.728, 1.830], [-4.072, 0.838, 0.307], [-3.410, 1.214, -1.549], [-3.035, 0.456, -2.020], [-2.610, 1.595, -1.242], [-1.494, 1.970, 2.274], [-1.506, 2.763, 1.684], [-2.332, 1.530, 2.029], [-0.437, 0.307, -0.022], [0.095, 1.122, -0.014], [-0.899, 0.387, 0.820], [3.398, -1.421, -0.885], [2.871, -1.381, 0.548], [3.110, -2.696, 1.325], [3.652, -0.406, 1.246], [2.810, -2.213, -1.353], [4.441, -1.644, -0.806], [3.309, -0.535, -1.474], [1.849, -1.063, 0.505], [2.489, -3.571, 1.071], [3.017, -2.369, 2.349], [4.163, -2.972, 1.359], [3.127, -0.153, 2.078], [-1.140, -4.374, 2.429], [-0.764, -3.198, 3.273], [-0.768, -1.931, 2.512], [-1.704, -3.139, 4.404], [-2.206, -4.368, 2.165], [-0.964, -5.270, 3.038], [-0.532, -4.517, 1.554], [0.222, -3.466, 3.634], [-0.620, -1.099, 3.212], [-1.730, -1.763, 1.952], [0.029, -1.951, 1.767], [-1.662, -3.944, 4.891], [0.570, 1.039, -3.297], [0.204, 1.150, -4.713], [-1.323, 1.138, -4.974], [0.684, 2.462, -5.203], [0.501, 2.013, -2.844], [1.597, 0.609, -3.158], [-0.094, 0.348, -2.747], [0.617, 0.359, -5.332], [-1.817, 1.889, -4.304], [-1.736, 0.133, -4.815], [-1.422, 1.466, -5.994], [1.224, 2.319, -5.995], [-3.302, -2.408, -1.823], [-3.804, -3.168, -2.594], [-3.515, -2.424, -0.466], [-2.411, -1.313, -2.189], [-4.296, -2.969, -0.095], [-3.256, -1.577, 0.043], [-1.793, -1.174, -1.392], [-2.002, -1.523, -3.064], [2.224, 3.240, -0.812], [1.148, 2.817, -0.461], [2.566, 3.549, -2.027], [3.336, 3.300, -0.021], [3.319, 4.200, -2.107], [1.917, 3.344, -2.765], [3.336, 2.846, 0.881], [4.156, 3.203, -0.591], [1.594, 0.867, 3.601], [2.412, -0.007, 3.658], [1.532, 1.797, 2.607], [0.755, 1.145, 4.643], [1.817, 1.578, 1.653], [0.742, 2.441, 2.618], [0.770, 0.641, 5.512], [-0.198, 1.366, 4.323]],
  "mulliken_charge": [-0.677, 0.331, 0.261, -0.620, 0.253, 0.388, -0.740, 0.486, 0.178, -0.606, 0.261, 0.243, 0.570, -0.072, -0.091, -1.630, 2.208, -1.289, -0.671, 0.360, 0.441, 0.235, -0.827, 0.303, 0.323, 0.369, 0.284, -1.514, 0.414, -0.063, -0.588, 0.311, 0.439, 0.347, 0.226, 0.058, 0.038, -0.093, 0.324, 0.146, 0.415, -1.157, -0.603, -0.207, 0.151, -0.344, 0.378, 0.180, 0.279, 0.392, 0.329, 0.458, -0.626, -0.183, -0.358, 0.239, 0.058, 0.080, 0.174, 0.612, -0.452, -0.388, -0.502, 0.187, 0.184, 0.305, 0.192, 0.615, -0.657, -0.145, -0.486, -0.151, 0.274, 0.272, 0.168],
  "charge": 0,
  "e_homo_ev": -9.52,
  "orbital_gap_ha": 0.35906
}

The structure with the least stability is (P).

(P)
{
  "formula": "C4H8NO2",
  "method": "ωB97M-V/def2-TZVPD",
  "species": ["O", "C", "C", "C", "C", "O", "N", "H", "H", "H", "H", "H", "H", "H", "H"],
  "xyz": [[1.213, -1.358, 1.462], [0.836, -0.337, 0.951], [0.149, -0.412, -0.413], [-1.159, 0.354, -0.606], [-0.931, 1.853, -0.515], [0.028, 2.331, 0.015], [-0.038, -1.876, -0.647], [0.996, 0.633, 1.421], [0.857, -0.061, -1.160], [-1.569, 0.155, -1.604], [-1.929, 0.014, 0.099], [-1.695, 2.487, -0.981], [0.051, -2.164, -1.618], [0.654, -2.349, -0.035], [-0.956, -2.184, -0.301]],
  "nbo_charge": [-0.495, 0.426, -0.157, -0.536, 0.443, -0.488, -0.680, 0.205, 0.260, 0.250, 0.255, 0.152, 0.450, 0.473, 0.442],
  "charge": 1,
  "e_homo_ev": -14.43,
  "orbital_gap_ha": 0.38271
}

(Q)
{
  "formula": "C4H8NO2",
  "method": "ωB97M-V/def2-TZVPD",
  "species": ["C", "C", "C", "C", "N", "O", "O", "H", "H", "H", "H", "H", "H", "H", "H"],
  "xyz": [[1.138, -1.084, 0.374], [-0.149, -0.864, 1.082], [-0.626, 0.574, 0.804], [-0.931, 0.848, -0.681], [0.219, 1.278, -1.425], [2.041, -1.883, 0.705], [0.574, 0.890, -2.626], [-0.850, -1.656, 0.628], [0.019, -0.946, 2.098], [-1.552, 0.589, 1.495], [-0.003, 1.326, 1.121], [-1.593, 0.143, -1.308], [-1.392, 1.841, -0.798], [1.890, -2.549, 1.573], [1.215, 1.492, -3.043]],
  "nbo_charge": [0.541, -0.579, -0.383, -0.308, 0.120, -0.574, -0.392, 0.281, 0.252, 0.257, 0.241, 0.231, 0.289, 0.498, 0.526],
  "charge": 1,
  "e_homo_ev": [-13.84, -12.25],
  "orbital_gap_ha": [0.31853, 0.19563]
}

(R)
{
  "formula": "C4H8NO2",
  "method": "ωB97M-V/def2-TZVPD",
  "species": ["C", "C", "C", "C", "N", "O", "O", "H", "H", "H", "H", "H", "H", "H", "H"],
  "xyz": [[0.629, 0.712, 0.927], [-0.870, 0.375, 0.778], [-0.708, -0.699, -0.241], [0.894, -0.558, -0.183], [-1.450, -1.358, -1.004], [0.956, 2.011, 0.361], [1.463, -0.191, -1.351], [-1.572, 0.248, 1.576], [-1.405, 1.191, 0.440], [1.371, -1.467, 0.252], [1.239, 0.552, 1.839], [1.735, 2.404, 0.698], [-2.477, -1.631, -0.818], [-0.991, -2.137, -1.366], [1.185, 0.547, -1.910]],
  "nbo_charge": [0.096, -0.571, 0.481, 0.069, -0.624, -0.716, -0.691, 0.296, 0.311, 0.230, 0.218, 0.501, 0.451, 0.425, 0.523],
  "charge": 1,
  "e_homo_ev": -14.16,
  "orbital_gap_ha": 0.33977
}

The structure with the least stability is (Q).